Entry 1:
ORCA calculation (ωB97M-V with the def2-TZVPD basis set) on the ion C4H13N2 with charge +1.

- SMILES = C[NH2+][C@H](C)CN
- HOMO-LUMO gap (eV) = 10.38
- net charge = +1
- ΔE to the lowest compared entry with this formula, charge and spin (kcal/mol) = 61.0

Bonds (Å) are listed after each position.
Geometry (Å):
1 C -1.03061 -1.27688 -0.25181  N2 1.473, C3 1.616, H7 1.076, H8 1.129
2 N -1.82940 -1.02979 -1.46501  C1 1.473, H9 0.970, H10 0.954
3 C -0.11112 -0.10135 0.36798  C1 1.616, N4 1.560, C6 1.509, H11 1.131
4 N 0.83453 0.43521 -0.75030  C3 1.560, C5 1.541, H12 1.002, H13 1.054
5 C 1.27425 1.82135 -0.24133  N4 1.541, H14 1.062, H15 1.056, H16 1.088
6 C 0.54135 -0.28253 1.71640  C3 1.509, H17 1.165, H18 1.092, H19 1.076
7 H -1.78076 -1.24493 0.51955  C1 1.076
8 H -0.30733 -2.12031 -0.45350  C1 1.129
9 H -2.48893 -0.33136 -1.60195  N2 0.970
10 H -2.32768 -1.82004 -1.65836  N2 0.954
11 H -0.85171 0.73877 0.52726  C3 1.131
12 H 1.55774 -0.25275 -0.66357  N4 1.002
13 H 0.18979 0.34033 -1.57815  N4 1.054
14 H 1.93206 1.59270 0.56075  C5 1.062
15 H 1.90419 2.19390 -1.00257  C5 1.056
16 H 0.41910 2.42587 0.05486  C5 1.088
17 H -0.30672 -0.31541 2.51449  C6 1.165
18 H 1.06634 -1.22621 1.55696  C6 1.092
19 H 1.31490 0.45341 1.84831  C6 1.076

Here are the Mulliken charges for atoms 1 to 2, given in e:
1 C -0.453
2 N -0.553

---

Entry 2:
ORCA calculation (ωB97M-V with the def2-TZVPD basis set) on an isolated molecule of C3H5NO.

- SMILES = C=C[N+](=C)[O-]
- HOMO-LUMO gap (spin up / spin down) (eV) = 8.70 / 8.73
- net charge = 0
- ΔE to the lowest compared entry with this formula, charge and spin (kcal/mol) = 104.2

Bonds (Å) are listed after each position.
Geometry (Å):
1 C 1.55551 -0.80045 0.33188  C3 1.335, H6 1.044, H7 1.106
2 C -1.11622 1.23407 -0.54208  N4 1.426, H8 1.054, H9 1.063
3 C 0.30970 -0.50423 -0.04702  C1 1.335, N4 1.436, H10 1.110
4 N -0.78444 0.27566 0.46095  C2 1.426, C3 1.436, O5 1.238
5 O -1.19089 0.29844 1.63055  N4 1.238
6 H 2.00002 -1.58291 -0.19702  C1 1.044
7 H 2.14782 -0.28114 1.10792  C1 1.106
8 H -2.10555 1.58906 -0.46390  C2 1.054
9 H -0.66128 0.90240 -1.44385  C2 1.063
10 H -0.15466 -1.13091 -0.83742  C3 1.110

Here are the Mulliken charges for atoms 1 to 2, given in e:
1 C -0.683
2 C -0.509

---

Entry 3:
ORCA calculation (ωB97M-V with the def2-TZVPD basis set) on a cluster of 2 separate species, C8H5O7 in total.

- HOMO-LUMO gap (eV) = 3.96
- net charge = -1

Bonds (Å) are listed after each position.
Geometry (Å):
1 C 3.79752 1.21065 -0.41097  C2 1.428, H12 1.194
2 C 2.76374 2.08174 0.04843  C1 1.428, C3 1.672
3 C 1.36776 2.90671 0.45816  C2 1.672, C4 1.641, H13 1.181, H14 1.182
4 C 0.08235 2.00417 -0.01719  C3 1.641, C5 1.488, C10 1.641
5 C 0.00045 0.67569 0.64787  C4 1.488, O6 1.471, C7 1.645
6 O 0.84254 0.00790 1.65232  C5 1.471, H15 1.002
7 C -1.33894 0.07788 -0.09674  C5 1.645, O8 1.343, O9 1.489
8 O -1.59008 -1.23930 -0.16690  C7 1.343
9 O -2.09531 1.23600 -0.64768  C7 1.489, C10 1.501
10 C -1.10727 2.26343 -1.11701  C4 1.641, O9 1.501, O11 1.339
11 O -1.17316 3.10047 -2.16045  C10 1.339
12 H 4.36244 0.27950 -0.89992  C1 1.194
13 H 1.34304 3.12370 1.61902  C3 1.181
14 H 1.37522 3.93620 -0.12230  C3 1.182
15 H 1.34626 0.68685 2.18991  O6 1.002
16 C -2.14098 -4.83134 -0.17701  O17 1.255, O18 1.325, O19 1.251
17 O -3.16748 -4.13498 0.01066  C16 1.255
18 O -1.07497 -4.06168 -0.34488  C16 1.325, H20 0.979
19 O -1.97780 -6.07097 -0.22732  C16 1.251
20 H -1.61532 -3.25259 -0.23803  O18 0.979

Here are the Mulliken charges for atoms 1 to 2, given in e:
1 C -0.346
2 C -0.118

---

Entry 4:
ORCA calculation (ωB97M-V with the def2-TZVPD basis set) on a cluster of 2 separate species, C33H42F4IN3O4P in total.

- HOMO-LUMO gap (eV) = 6.88
- net charge = +1
- ΔE to the lowest compared entry with this formula, charge and spin (kcal/mol) = 349.5

Bonds (Å) are listed after each position.
Geometry (Å):
1 C -6.39835 3.98487 -1.63932  C2 1.328, H37 1.153
2 C -5.93276 2.82837 -2.09749  C1 1.328, C3 1.596
3 C -5.12240 1.47045 -2.31585  C2 1.596, C4 1.604, C12 1.603
4 C -5.97255 0.12378 -2.12737  C3 1.604, C5 1.584, H38 1.165
5 C -5.31267 -1.30955 -2.26029  C4 1.584, N6 1.478, C10 1.594
6 N -6.01016 -2.60414 -2.11136  C5 1.478, C7 1.502, H39 1.032
7 C -5.65920 -3.15751 -0.75940  N6 1.502, C8 1.643, H40 1.160, H41 1.162
8 C -5.87044 -4.78386 -0.66720  C7 1.643, C9 1.637, H42 1.165, H43 1.152
9 C -7.16119 -5.16421 0.26511  C8 1.637, H44 1.160, H45 1.168, H46 1.161
10 C -3.75207 -1.33597 -2.58447  C5 1.594, C11 1.606, C35 1.635
11 C -2.90171 0.00651 -2.81435  C10 1.606, C12 1.604, C19 1.617
12 C -3.56176 1.46276 -2.68317  C3 1.603, C11 1.604, C13 1.604
13 C -2.67295 2.78489 -2.87208  C12 1.604, O14 1.458, H47 1.169, H48 1.168
14 O -3.37073 3.91535 -3.47201  C13 1.458, C15 1.446
15 C -2.62724 5.12910 -3.21866  O14 1.446, F16 1.459, F17 1.450, F18 1.449
16 F -1.25360 5.04184 -3.70383  C15 1.459
17 F -3.19357 6.26777 -3.91622  C15 1.450
18 F -2.62992 5.50288 -1.81880  C15 1.449
19 C -1.34489 -0.23311 -3.18100  C11 1.617, O20 1.275, C21 1.633
20 O -0.69474 0.37733 -4.09215  C19 1.275
21 C -0.60491 -1.40374 -2.31639  C19 1.633, C22 1.605, C31 1.574
22 C -1.45864 -2.74199 -2.07792  C21 1.605, C23 1.576, C35 1.635
23 C -0.80512 -3.91122 -1.24833  C22 1.576, I24 2.184, C25 1.596
24 I -1.90406 -5.75738 -0.85436  C23 2.184
25 C 0.67270 -3.69083 -0.68650  C23 1.596, C26 1.598, H49 1.159
26 C 1.50920 -2.34723 -0.90553  C25 1.598, C27 1.616, C31 1.598
27 C 2.98400 -2.17521 -0.26736  C26 1.616, F28 1.474, C29 1.627, H50 1.149
28 F 2.90811 -2.73756 1.09302  C27 1.474
29 C 4.02594 -2.96729 -1.23315  C27 1.627, C30 1.636, H51 1.150, H52 1.160
30 C 4.36713 -4.37825 -0.47763  C29 1.636, H53 1.150, H54 1.149, H55 1.166
31 C 0.85362 -1.17416 -1.77026  C21 1.574, C26 1.598, P32 1.914
32 P 1.89582 0.40648 -2.05301  C31 1.914, N33 1.797, O34 1.751
33 N 2.69616 0.31662 -3.65893  P32 1.797, H56 1.039, H57 1.033
34 O 0.86630 1.82299 -2.03891  P32 1.751, H58 1.003
35 C -2.97465 -2.77073 -2.68942  C10 1.635, C22 1.635, O36 1.275
36 O -3.50154 -3.82894 -3.16823  C35 1.275
37 H -6.89012 4.92029 -1.17899  C1 1.153
38 H -7.11055 0.15239 -1.88024  C4 1.165
39 H -7.02879 -2.52879 -2.26119  N6 1.032
40 H -4.57560 -2.90119 -0.43338  C7 1.160
41 H -6.35716 -2.63380 0.00727  C7 1.162
42 H -4.95824 -5.26484 -0.12606  C8 1.165
43 H -5.93880 -5.24921 -1.71868  C8 1.152
44 H -7.36314 -6.30245 0.16743  C9 1.160
45 H -6.94939 -4.94478 1.39281  C9 1.168
46 H -8.09629 -4.54485 -0.03517  C9 1.161
47 H -2.23248 3.03603 -1.81833  C13 1.169
48 H -1.73330 2.59146 -3.53850  C13 1.168
49 H 1.18767 -4.51193 -0.05161  C25 1.159
50 H 3.32564 -1.08477 -0.14786  C27 1.149
51 H 4.96671 -2.36747 -1.51104  C29 1.150
52 H 3.44298 -3.20986 -2.20617  C29 1.160
53 H 4.93886 -4.12557 0.48772  C30 1.150
54 H 4.95365 -5.11784 -1.13319  C30 1.149
55 H 3.33034 -4.87345 -0.27788  C30 1.166
56 H 1.98947 0.31232 -4.42013  N33 1.039
57 H 3.29461 -0.52525 -3.67943  N33 1.033
58 H 0.84118 2.13480 -2.99174  O34 1.003
59 C 5.53588 4.02434 5.39267  C60 1.529, H69 1.090, H70 1.093, H71 1.094
60 C 5.82917 2.84468 4.46460  C59 1.529, C61 1.532, H72 1.093, H73 1.096
61 C 5.04725 2.85158 3.14692  C60 1.532, N62 1.548, H74 1.095, H75 1.094
62 N 3.63801 2.21290 3.19018  C61 1.548, C63 1.527, C67 1.543, C68 1.517
63 C 3.75977 0.69171 3.13223  N62 1.527, C64 1.524, H76 1.095, H77 1.092
64 C 2.40260 0.01612 2.97784  C63 1.524, C65 1.522, H78 1.094, H79 1.095
65 C 1.63805 0.53301 1.76757  C64 1.522, C66 1.521, H80 1.095, H81 1.095
66 C 1.53445 2.05024 1.76494  C65 1.521, C67 1.522, H82 1.095, H83 1.095
67 C 2.89596 2.70980 1.93191  N62 1.543, C66 1.522, H84 1.094, H85 1.095
68 C 2.88026 2.65568 4.42712  N62 1.517, H86 1.091, H87 1.090, H88 1.088
69 H 4.58775 3.92388 5.92156  C59 1.090
70 H 6.30965 4.09548 6.16148  C59 1.093
71 H 5.52043 4.96951 4.84282  C59 1.094
72 H 5.71847 1.89900 5.00229  C60 1.093
73 H 6.89028 2.92364 4.20185  C60 1.096
74 H 5.60453 2.28849 2.39156  C61 1.095
75 H 4.93354 3.87551 2.77757  C61 1.094
76 H 4.39334 0.45203 2.27172  C63 1.095
77 H 4.26173 0.36200 4.04480  C63 1.092
78 H 2.55125 -1.06313 2.87271  C64 1.094
79 H 1.80158 0.15189 3.88284  C64 1.095
80 H 0.63589 0.09331 1.74443  C65 1.095
81 H 2.14658 0.20630 0.85418  C65 1.095
82 H 0.84490 2.37885 2.54924  C66 1.095
83 H 1.08761 2.38426 0.82250  C66 1.095
84 H 2.79301 3.79611 2.01600  C67 1.094
85 H 3.53804 2.47978 1.07526  C67 1.095
86 H 2.88277 3.74660 4.45821  C68 1.091
87 H 3.36016 2.21573 5.30116  C68 1.090
88 H 1.85266 2.30036 4.38902  C68 1.088

Here are the Mulliken charges for atoms 1 to 2, given in e:
1 C -0.338
2 C -0.579

---

Entry 5:
ORCA calculation (ωB97M-V with the def2-TZVPD basis set) on a cluster of 2 separate species, C4H9NOS in total.

- HOMO-LUMO gap (eV) = 8.60
- net charge = 0
- ΔE to the lowest compared entry with this formula, charge and spin (kcal/mol) = 109.4

Bonds (Å) are listed after each position.
Geometry (Å):
1 C -0.13609 -1.19550 -0.10777  N5 1.253, S7 1.649
2 C -0.36359 -1.64275 -2.51701  N5 1.242, H8 1.009, H9 0.999
3 C 0.32834 2.22144 -0.34211  O6 1.401, H11 1.003, H12 1.069, H13 1.070
4 C -0.22629 -0.51506 2.50209  S7 1.839, H14 1.203, H15 1.049, H16 1.114
5 N -0.29300 -1.61539 -1.27767  C1 1.253, C2 1.242
6 O 1.31567 1.36603 0.16395  C3 1.401, H10 0.939
7 S -0.71388 -1.82248 1.30394  C1 1.649, C4 1.839
8 H -0.91462 -1.06577 -3.13537  C2 1.009
9 H 0.11326 -2.36546 -3.01627  C2 0.999
10 H 1.10934 0.51886 -0.18368  O6 0.939
11 H 0.69240 3.09406 -0.67643  C3 1.003
12 H -0.36890 2.30427 0.46429  C3 1.069
13 H -0.11395 1.79590 -1.21843  C3 1.070
14 H -1.21849 -0.25205 3.12859  C4 1.203
15 H 0.19206 0.20778 1.86808  C4 1.049
16 H 0.59773 -1.03386 3.04379  C4 1.114

Here are the Mulliken charges for atoms 1 to 2, given in e:
1 C -0.063
2 C -0.449

---

Looking at max |F| for the records above, in order, we have 0.08413 0.12144 0.19938 0.13727 0.07741 Eh/bohr.